Record 1
C27H27ClNO8S3Sn as an isolated structure, computed with the ωB97M-V functional and the def2-TZVPD basis.

Positions of all 68 atoms, in Å:
Sn  -0.020  0.079  -2.090
O  3.673  -0.522  -0.974
S  4.829  -0.144  -0.122
C  4.319  -0.539  1.586
C  2.990  0.123  1.934
C  2.174  -0.694  2.939
C  0.706  -0.287  2.999
S  -0.367  -0.757  1.595
O  0.280  -0.243  0.354
C  -0.037  -2.519  1.627
C  0.837  -3.046  0.693
C  1.074  -4.414  0.689
C  0.442  -5.233  1.613
C  -0.439  -4.691  2.543
C  -0.685  -3.327  2.551
C  4.770  1.638  0.089
C  5.785  2.279  0.788
C  5.710  3.650  0.975
C  4.629  4.361  0.464
C  3.628  3.710  -0.242
C  3.701  2.335  -0.442
H  5.142  -0.233  2.236
H  4.244  -1.629  1.589
H  2.406  0.224  1.018
H  3.168  1.129  2.317
H  2.584  -0.573  3.946
H  2.247  -1.755  2.688
H  0.600  0.800  3.047
H  0.202  -0.730  3.862
H  1.302  -2.399  -0.041
H  1.747  -4.826  -0.052
H  0.619  -6.301  1.600
H  -0.948  -5.331  3.252
H  -1.388  -2.898  3.258
H  6.624  1.715  1.183
H  6.492  4.163  1.522
H  4.566  5.430  0.627
H  2.767  4.244  -0.621
H  2.912  1.818  -0.977
Cl  -3.048  3.189  -0.504
C  -1.691  2.729  0.575
C  -0.339  3.152  -0.037
O  0.181  4.169  0.439
O  0.119  2.393  -0.941
H  -1.732  1.647  0.681
H  -1.858  3.235  1.520
C  -1.703  -2.994  -1.909
C  -0.376  -2.293  -2.177
O  0.598  -2.975  -2.451
H  -1.582  -4.079  -1.840
H  -2.379  -2.748  -2.735
H  -2.154  -2.596  -0.998
O  -2.924  2.477  -4.487
S  -3.257  1.127  -4.143
O  -3.436  0.192  -5.223
N  -2.246  0.514  -3.017
C  -2.853  0.256  -1.862
O  -2.201  -0.121  -0.873
C  -4.323  0.496  -1.889
C  -5.254  0.228  -0.905
C  -6.582  0.541  -1.163
C  -6.955  1.120  -2.374
C  -6.014  1.379  -3.364
C  -4.702  1.051  -3.095
H  -4.939  -0.214  0.032
H  -7.343  0.333  -0.421
H  -7.994  1.368  -2.552
H  -6.297  1.819  -4.312

As for the HOMO energy: -4.01 eV. The calculation puts the molar mass at 743.877 g mol⁻¹. The net charge is -1.

---

Record 2
An isolated molecule of C5H5N3 at a distorted geometry, computed with the ωB97M-V functional and the def2-TZVPD basis.

Positions of all 13 atoms, in Å:
C  -1.356  0.939  -0.526
N  -0.665  1.954  0.055
C  0.492  1.497  0.626
C  0.571  0.189  0.378
C  -0.588  -0.209  -0.392
C  -0.433  -1.671  -0.600
N  0.898  -1.942  0.050
N  1.418  -0.931  0.560
H  -2.274  1.075  -1.111
H  -1.017  2.907  0.154
H  1.160  2.186  1.156
H  -1.145  -2.317  -0.087
H  -0.390  -1.884  -1.684

As for the HOMO energy: -8.75 eV. The calculation puts the molar mass at 107.116 g mol⁻¹. The structure (SMILES) is c1[nH]cc2c1CN=N2.

---

> Which value of molar mass does entry 1 give?

743.877 g mol⁻¹